The following is a quantum chemistry calculation of 7 unconnected molecules or ions with the total composition C27H55FN8O7, from the Open Molecules 2025 dataset.

```
! wB97M-V def2-TZVPD RIJCOSX def2/J DEFGRID3
* xyz 0 1
F 2.30165 -4.18068 2.01221
O -2.03854 -1.24940 -3.87389
O -3.22083 5.71357 -0.58114
O 0.71695 -0.93662 3.99832
O -2.22866 -2.57550 1.43784
O -2.13831 1.34122 1.53711
O -0.40975 4.37962 -5.96217
O -1.01714 -4.20504 3.88724
N -3.62195 -0.03604 2.40885
N -0.98556 5.79044 -0.43996
N -0.58355 0.23884 -4.70906
N 2.76496 -0.33116 3.33241
N 3.33285 -2.91825 -2.32321
N 2.59939 -6.97934 0.34640
N 1.57377 5.02672 -6.77982
N 0.81901 -3.76295 5.06024
C -1.00815 -2.73032 0.75549
C 1.93042 -6.19615 -0.20734
C -1.06524 -3.86356 -0.27387
C -0.27615 6.63758 -6.74054
C -0.16070 -4.58540 4.64600
C -0.18383 -5.05498 0.08210
C -2.16209 5.10899 -0.54681
C -3.15977 1.19624 2.18794
C 1.19389 -4.99205 -0.56163
C 0.35736 5.24623 -0.38296
C -2.83653 0.99784 -4.12006
C 1.04705 1.41533 3.47396
C -0.13464 1.54928 -5.15665
C -1.80340 -0.10132 -4.21805
C 3.02297 -3.87079 0.87911
C 3.79078 -2.60331 1.16547
C -2.08131 3.60521 -0.61388
C 2.53040 5.94478 -7.37258
C -0.14095 -6.00471 5.16396
C 1.47614 -0.03611 3.64186
C 1.91044 -4.08696 5.95547
C 2.71465 -3.30735 -1.42711
C 0.27382 5.26008 -6.45856
C -3.91929 2.36516 2.77388
C 3.80503 0.57206 2.87319
C 2.00095 -3.71983 -0.22896
C -4.80792 -0.44696 3.13439
H 4.64064 0.56264 3.57466
H -5.35385 0.41098 3.51076
H -0.20137 -2.93936 1.44633
H -0.73679 -1.81003 0.24713
H -0.91274 2.28989 -5.06015
H 4.71040 -2.88479 1.65366
H -0.98403 -6.54405 4.74460
H 0.78026 -6.50627 4.86568
H -3.08063 3.19138 -0.69349
H -3.04421 1.41411 -5.10603
H 2.07886 6.91343 -7.55091
H 0.33716 4.16385 -0.43679
H -1.50388 3.29705 -1.48796
H -4.93413 2.39953 2.37717
H 3.38340 6.07359 -6.70452
H -0.22224 -6.01614 6.25137
H -1.09863 6.78965 -0.39801
H -4.52348 -1.07926 3.97730
H 0.77847 -2.80150 4.68708
H 3.24579 -1.96122 1.83764
H 1.36274 -2.88911 0.03182
H 0.72451 1.86304 -4.55956
H 1.87326 -3.43901 6.83338
H 0.16462 1.49267 -6.20430
H -3.02456 -0.74174 2.02155
H -3.96016 2.28669 3.86082
H 3.42895 1.58503 2.79262
H 2.99666 -1.30379 3.44601
H 1.88090 4.09135 -6.56859
H 1.06766 -5.02278 -1.63196
H 1.85782 -5.11924 6.28273
H 4.16651 0.25328 1.89396
H 4.05812 -2.06638 0.26819
H -2.02344 -2.71923 2.36006
H 0.94962 5.62797 -1.21739
H 2.86479 -3.93130 5.44726
H -5.46277 -1.01836 2.47478
H -0.84154 -3.50661 -1.26907
H 2.88789 5.54487 -8.32260
H 0.83944 5.54191 0.55146
H -3.75506 0.58895 -3.71235
H -1.61715 3.20580 0.28622
H 1.64859 2.06990 4.10584
H 1.15564 1.71328 2.43045
H 0.00224 1.52266 3.74370
H 0.06232 -0.53221 -4.75381
H -0.66334 -5.94206 -0.30832
H -2.08448 -4.21200 -0.31959
H -3.41151 3.28719 2.50792
H -2.47967 1.78893 -3.46022
H -0.13133 -5.20082 1.15056
H 0.27861 7.39248 -6.18256
H -1.31578 6.66866 -6.43266
H -0.21752 6.86203 -7.80596
H 3.72714 -4.66884 0.70452
*
```

The structure (SMILES) is C[C@@H](F)[C@@H](C#N)[C@@H](C#N)CCCO.CNC(C)=O.CNC(C)=O.CNC(C)=O.CNC(C)=O.CNC(C)=O.CNC(C)=O. The HOMO-LUMO gap is 9.39 eV. The LUMO energy comes out at 0.0118 hartree.

Computed Mulliken charges, given in elementary charges:
1 F -0.147
2 O -0.670
3 O -0.666
4 O -0.740
5 O -0.706
6 O -0.637
7 O -0.575
8 O -0.589
9 N 0.050
10 N -0.135
11 N -0.074
12 N -0.112
13 N -0.583
14 N -0.579
15 N -0.129
16 N 0.129
17 C 0.048
18 C -0.197
19 C -1.034
20 C -1.370
21 C 0.998
22 C -0.999
23 C 0.552
24 C 1.008
25 C 0.433
26 C -0.775
27 C -0.951
28 C -1.539
29 C -0.735
30 C 0.694
31 C 0.036
32 C -1.604
33 C -0.920
34 C -0.872
35 C -1.667
36 C 0.857
37 C -1.081
38 C -0.292
39 C 0.776
40 C -1.560
41 C -0.952
42 C 1.164
43 C -1.066
44 H 0.300
45 H 0.420
46 H 0.066
47 H 0.229
48 H 0.283
49 H 0.513
50 H 0.318
51 H 0.407
52 H 0.319
53 H 0.370
54 H 0.340
55 H 0.284
56 H 0.377
57 H 0.421
58 H 0.286
59 H 0.458
60 H 0.223
61 H 0.293
62 H 0.177
63 H -0.099
64 H -0.300
65 H 0.253
66 H 0.327
67 H 0.280
68 H 0.167
69 H 0.422
70 H 0.407
71 H 0.405
72 H 0.208
73 H 0.641
74 H 0.440
75 H 0.262
76 H 0.556
77 H 0.384
78 H 0.266
79 H 0.275
80 H 0.302
81 H 0.375
82 H 0.289
83 H 0.284
84 H 0.299
85 H 0.196
86 H 0.456
87 H 0.408
88 H 0.240
89 H 0.217
90 H 0.582
91 H 0.486
92 H 0.257
93 H 0.083
94 H 0.282
95 H 0.370
96 H 0.291
97 H 0.361
98 H 0.456

The following is a quantum chemistry calculation of a molecular structure, C27H56Ca2NO8, from the Open Molecules 2025 dataset.

```
! wB97M-V def2-TZVPD RIJCOSX def2/J DEFGRID3
* xyz 2 2
Ca 3.53090 -1.76630 1.06844
Ca 2.10537 -3.35989 -3.35425
O -3.21614 -2.49957 1.46948
O -3.23921 4.31477 -3.03714
O -3.24763 -2.63670 -2.88640
O 1.59269 -2.06078 -1.48925
O 4.91149 0.06771 1.06500
O 1.85030 -0.51662 -0.12812
O 0.01199 -0.50150 -1.35126
O -0.00240 2.00452 -0.44298
N 2.44279 -1.43760 3.11187
C 4.94745 0.89087 -0.16018
C 7.00909 1.10780 1.05109
C -3.39608 -0.29683 0.67155
C -4.37153 -3.34863 -3.41452
C -2.74305 2.06128 -2.63378
C -4.07285 -1.15551 -4.49621
C 0.69816 -2.94682 2.18028
C 1.13678 -1.04459 -0.98275
C 0.92803 4.03981 0.06725
C 1.00059 -1.71887 2.93236
C 1.88940 0.97128 3.42673
C -3.32180 3.64612 -4.30676
C 6.21739 -0.04798 1.66690
C 6.43154 1.11802 -0.37031
C -4.74964 -2.50199 -4.66658
C -2.60137 2.34348 -4.11353
C -4.39035 -2.52000 0.66401
C 2.63055 -0.22166 3.93860
C -4.72613 -1.01066 0.61222
C -2.72506 3.46386 -2.00490
C -2.40633 -1.44359 1.03108
C -3.35388 -1.24535 -3.14454
C 3.18667 -2.49392 3.76859
C 0.18920 3.53933 1.27093
C 1.13258 2.79678 -0.72087
C -0.58035 2.29890 0.84417
C 2.61016 -3.04654 5.11340
H -2.04059 1.34450 -2.20847
H -4.71424 -0.27646 -4.55948
H -3.31611 3.62008 -1.10248
H -5.18041 -3.49798 -2.69933
H -1.56072 2.43559 -4.42444
H -1.83664 -1.83617 0.18880
H 0.84346 0.83842 3.70321
H -5.15420 -3.09919 1.18284
H -1.69639 -1.09585 1.78150
H 4.23431 -2.21153 3.87252
H 0.52316 -0.94125 2.33615
H -3.33162 0.47665 1.43684
H -0.24979 1.43652 1.42307
H -3.12592 0.14651 -0.28687
H 3.10857 -3.97791 5.38220
H -2.91934 1.52839 -4.76362
H 8.08204 0.99588 1.20716
H 0.50632 -1.72973 3.90379
H -5.18622 -0.73340 -0.33623
H 0.85829 3.31556 2.10180
H 2.26446 -0.38597 4.95206
H 6.83098 1.98541 1.67252
H 1.88670 4.53519 0.22100
H 2.03149 2.31692 -0.33384
H -3.91080 -0.79808 -2.32120
H 6.62035 -0.98444 1.28117
H 1.16385 3.03412 -1.78426
H 4.47548 0.44079 -1.03355
H -1.70184 3.73876 -1.74891
H 4.51195 1.88473 -0.05680
H -2.41006 -0.70800 -3.05195
H -4.35785 3.39603 -4.53512
H -3.77663 1.74089 -2.50276
H 2.76376 -2.33774 5.92709
H 0.18367 0.36728 -0.98064
H -5.82208 -2.31644 -4.72617
H 2.12149 1.18126 2.38263
H 3.68117 0.06478 3.98600
H -5.28833 -0.67353 1.48307
H 1.57216 -3.36550 5.01888
H 3.10695 -3.35373 3.10340
H 0.22315 4.64903 -0.49853
H -4.08182 -4.34340 -3.75308
H -4.16628 -2.94641 -0.31377
H -0.51774 4.27585 1.65286
H 1.19133 -3.86060 2.51180
H -3.38607 -0.94710 -5.31657
H -1.65992 2.44923 0.84013
H 6.70430 1.98771 -0.96810
H -2.96369 4.23357 -5.15220
H -4.52164 -2.93674 -5.63977
H 6.85099 0.28875 -0.93995
H 6.21475 -0.01241 2.75632
H 1.12383 -2.79613 1.18821
H 2.25901 1.77234 4.06687
H -0.37034 -3.15768 2.22457
*
```

The HOMO-LUMO gap (alpha / beta) is 4.99 / 6.29 eV. The expectation value of S² is 0.7502. The LUMO energy (alpha / beta) comes out at -0.2306 / -0.2347 hartree.

Computed Mulliken charges, given in elementary charges:
1 Ca 1.338
2 Ca 0.477
3 O -0.515
4 O -0.474
5 O -0.431
6 O -0.005
7 O -0.254
8 O -0.192
9 O -0.112
10 O -0.403
11 N 1.540
12 C -0.093
13 C -0.748
14 C 0.645
15 C -0.453
16 C 1.204
17 C -0.530
18 C -1.197
19 C 0.006
20 C -0.598
21 C 0.607
22 C -1.046
23 C -0.530
24 C -0.492
25 C -0.830
26 C -0.647
27 C -0.542
28 C -0.246
29 C -1.403
30 C -0.802
31 C -0.278
32 C -0.139
33 C 0.721
34 C -0.755
35 C -0.754
36 C -0.057
37 C 0.981
38 C -1.405
39 H -0.846
40 H 0.377
41 H 0.231
42 H 0.284
43 H 0.293
44 H 0.322
45 H 0.394
46 H 0.349
47 H -0.009
48 H 0.446
49 H -1.175
50 H 0.436
51 H -0.972
52 H -0.741
53 H 0.457
54 H 0.137
55 H 0.441
56 H 0.604
57 H 0.389
58 H 0.191
59 H 0.296
60 H 0.324
61 H 0.444
62 H -0.409
63 H -0.475
64 H 0.356
65 H 0.421
66 H 0.236
67 H 0.039
68 H 0.109
69 H 0.031
70 H 0.287
71 H 0.110
72 H 0.368
73 H 0.114
74 H 0.255
75 H -0.047
76 H 0.537
77 H 0.285
78 H 0.294
79 H 0.570
80 H 0.292
81 H 0.347
82 H 0.080
83 H 0.427
84 H 0.313
85 H 0.304
86 H 0.249
87 H 0.436
88 H 0.345
89 H 0.259
90 H 0.274
91 H 0.325
92 H 0.076
93 H 0.547
94 H 0.384

Results for total energy: -2126.44736, -3073.72985 (in hartree, following the order of the records).